No. 1
Here is one molecule with the formula C4H5N3O from OMol25. Energies are from ωB97M-V/def2-TZVPD.

Each line ends with the Löwdin charge.
Positions of all 13 atoms, in Å:
O (-0.757, -1.173, -0.153)  -0.03
N (2.393, -0.493, 0.078)  -0.03
N (0.731, 0.883, -0.172)  0.10
N (1.345, -1.308, 0.188)  0.11
C (0.340, -0.475, 0.057)  -0.44
C (-2.059, -0.587, -0.295)  -0.14
C (-2.484, 0.697, 0.179)  0.00
C (2.058, 0.871, -0.238)  -0.12
H (2.956, 1.639, -0.317)  0.16
H (-2.749, -1.491, -0.634)  0.14
H (3.247, -0.969, 0.160)  0.11
H (-3.460, 0.959, 0.622)  0.04
H (-1.561, 1.446, 0.523)  0.09

Results
SMILES string = C=COc1nc[nH]n1
Energy above the lowest of the compared OMol25 structures with the same formula, charge and spin = 103.79 kcal per mole
Net charge = 0

=====

No. 2
Here is a 4-piece molecular cluster, C12H32N3O7P2S overall from OMol25. Energies are from ωB97M-V/def2-TZVPD.

Each line ends with the Löwdin charge.
Positions of all 57 atoms, in Å:
S (-0.971, 0.279, -2.702)  0.47
P (1.747, 1.628, -1.144)  0.76
P (0.609, -0.168, -1.751)  0.06
O (0.267, -0.951, -0.399)  -0.21
O (1.133, 2.880, -1.803)  -0.24
O (-0.757, 4.696, -5.448)  0.01
O (1.620, -1.059, -2.596)  -0.21
O (1.942, 1.702, 0.394)  -0.15
O (-0.751, -3.675, 4.795)  0.00
O (-1.193, 1.822, 3.439)  0.00
N (-0.402, -5.736, 3.918)  -0.20
N (0.341, 0.264, 4.050)  -0.19
N (-0.398, 2.811, -6.651)  -0.20
C (-0.765, -4.449, 3.854)  -0.35
C (0.031, 2.101, -5.463)  -0.08
C (-0.063, 1.513, 3.777)  -0.37
C (-1.381, 2.559, 0.441)  -0.09
C (-1.107, 3.371, -0.817)  -0.23
C (1.703, -0.035, 4.451)  -0.05
C (-0.764, 4.098, -6.508)  -0.35
C (0.048, -6.269, 5.196)  -0.03
C (-0.444, -6.611, 2.762)  -0.05
C (-0.622, -0.830, 3.946)  -0.03
C (0.339, 3.774, -0.939)  -0.17
C (-0.419, 2.128, -7.931)  -0.05
H (1.104, -1.857, -2.829)  0.10
H (2.296, 0.877, 4.486)  0.08
H (-1.489, 2.917, -1.720)  0.08
H (0.362, 4.732, -1.433)  0.13
H (-2.383, 2.154, 0.392)  0.09
H (3.034, 1.510, -1.677)  0.08
H (0.584, 1.779, -8.184)  0.09
H (-0.772, 2.100, -4.731)  0.03
H (-1.116, -7.449, 2.955)  0.09
H (-0.765, 2.802, -8.711)  0.09
H (-0.741, -6.163, 5.940)  0.10
H (0.742, 2.264, 3.893)  0.13
H (1.110, 1.964, 0.845)  0.08
H (-1.639, 4.310, -0.712)  0.13
H (0.793, 3.936, 0.033)  0.12
H (2.157, -0.727, 3.738)  0.08
H (0.894, 2.611, -5.027)  0.09
H (-1.092, 1.269, -7.883)  0.09
H (1.084, -1.379, -0.075)  0.10
H (0.555, -6.999, 2.554)  0.09
H (-1.014, -0.875, 2.927)  0.09
H (1.705, -0.496, 5.439)  0.10
H (-1.454, -0.648, 4.625)  0.11
H (-1.078, 4.571, -7.452)  0.14
H (0.299, 1.077, -5.711)  0.08
H (-0.801, -6.067, 1.890)  0.08
H (-0.152, -1.768, 4.200)  0.05
H (-1.092, -4.141, 2.844)  0.13
H (-0.724, 1.696, 0.573)  0.04
H (-1.377, 3.193, 1.314)  0.08
H (0.305, -7.319, 5.087)  0.09
H (0.920, -5.715, 5.542)  0.09

Results
Net charge = +1

=====

No. 3
Here is a 2-piece molecular cluster, C32H26N2O2 overall from OMol25. Energies are from ωB97M-V/def2-TZVPD.

Each line ends with the Löwdin charge.
Positions of all 62 atoms, in Å:
O (4.902, -2.077, -2.692)  -0.08
O (-1.711, 1.214, 1.287)  0.05
N (0.631, 4.080, -1.089)  -0.06
N (1.641, 1.130, 2.146)  0.16
C (1.223, -2.382, 2.248)  -0.03
C (1.107, 2.807, -1.161)  0.06
C (1.361, -3.749, 2.507)  -0.09
C (-4.894, -2.397, 2.559)  -0.09
C (3.765, -1.441, -2.301)  -0.26
C (-0.132, -0.509, 1.250)  -0.17
C (0.498, -4.681, 1.913)  -0.10
C (-1.501, 0.005, 1.414)  -0.33
C (3.727, -0.540, -1.213)  0.00
C (-0.506, -4.239, 1.038)  -0.08
C (0.838, 0.408, 1.675)  -0.26
C (-4.976, -1.477, 1.509)  -0.08
C (-3.026, 4.829, -1.049)  -0.08
C (-2.600, -1.723, 2.949)  -0.03
C (-2.655, -0.887, 1.831)  -0.16
C (0.160, -1.927, 1.431)  -0.20
C (-3.713, -2.492, 3.299)  -0.07
C (-3.451, 3.504, -1.217)  -0.07
C (-0.689, -2.878, 0.814)  -0.05
C (1.474, 5.260, -1.040)  0.00
C (-3.876, -0.691, 1.177)  -0.03
C (-2.539, 2.438, -1.272)  -0.02
C (6.094, -1.805, -1.914)  -0.06
C (1.331, -0.202, -1.557)  -0.21
C (2.539, 0.084, -0.895)  -0.05
C (-1.658, 5.129, -0.985)  -0.01
C (1.379, -1.156, -2.611)  -0.01
C (-0.772, 4.061, -1.055)  -0.15
C (0.028, 1.882, -1.140)  -0.12
C (-1.188, 2.713, -1.126)  -0.11
C (2.567, -1.728, -3.002)  0.00
C (0.106, 0.488, -1.201)  0.06
H (-2.860, 1.407, -1.426)  0.11
H (-1.162, -4.955, 0.543)  0.10
H (2.013, 5.405, -1.988)  0.10
H (-1.513, -2.524, 0.189)  0.12
H (2.223, 5.150, -0.245)  0.10
H (-1.679, -1.782, 3.538)  0.13
H (4.636, -0.318, -0.652)  0.11
H (5.955, -2.120, -0.868)  0.10
H (0.857, 6.135, -0.842)  0.08
H (2.151, -4.089, 3.177)  0.10
H (-0.838, -0.053, -1.275)  0.13
H (-4.516, 3.286, -1.286)  0.10
H (6.357, -0.736, -1.949)  0.09
H (-5.894, -1.364, 0.941)  0.10
H (-5.750, -3.027, 2.803)  0.10
H (-3.941, 0.076, 0.408)  0.10
H (0.451, -1.372, -3.144)  0.12
H (2.561, 0.813, -0.088)  0.08
H (-1.278, 6.140, -0.875)  0.10
H (-3.652, -3.174, 4.147)  0.10
H (-3.761, 5.632, -0.977)  0.10
H (0.618, -5.745, 2.117)  0.10
H (2.169, 2.606, -1.281)  0.14
H (2.611, -2.398, -3.857)  0.12
H (1.875, -1.656, 2.738)  0.11
H (6.880, -2.392, -2.377)  0.09

Results
Energy above the lowest of the compared OMol25 structures with the same formula, charge and spin = 0.00 kcal per mole
Net charge = 0

=====

No. 4
Here is a 7-piece molecular cluster, C35H37F5O4S overall from OMol25. Energies are from ωB97M-V/def2-TZVPD.

Each line ends with the Löwdin charge.
Positions of all 82 atoms, in Å:
S (8.405, 7.074, 2.143)  0.83
F (1.741, -0.813, -0.679)  0.02
F (-4.025, -9.346, 0.080)  0.09
F (-2.538, 4.583, 2.611)  -0.01
F (-4.808, -3.875, -7.774)  0.05
F (-8.675, -4.182, -1.825)  0.05
O (5.635, -1.766, 4.345)  0.11
O (5.151, -0.458, 6.141)  -0.02
O (3.518, -1.703, 5.164)  -0.02
O (7.745, 5.944, 2.909)  -0.58
C (-3.534, -3.468, -7.956)  -0.27
C (7.881, 8.621, 3.014)  -0.27
C (-0.061, 3.650, 5.136)  -0.07
C (-8.548, -1.975, -2.716)  -0.02
C (-3.852, -7.817, -1.679)  -0.03
C (-2.095, -6.243, -0.266)  -0.08
C (-6.768, -0.543, -2.066)  -0.10
C (-3.559, -8.200, -0.361)  -0.30
C (0.818, 1.470, -0.781)  -0.02
C (-0.987, -2.465, -8.317)  -0.09
C (1.034, 2.840, -0.634)  -0.10
C (-1.801, -1.942, -7.355)  -0.12
C (-2.677, -7.378, 0.348)  -0.01
C (-1.448, -3.601, -9.058)  -0.07
C (6.416, 0.196, 6.161)  -0.05
C (-3.248, -6.742, -2.301)  -0.09
C (-3.093, -2.385, -7.139)  0.00
C (3.034, 1.057, 0.015)  -0.03
C (3.218, -2.872, 4.425)  -0.07
C (2.231, 3.382, -0.121)  -0.07
C (3.311, 2.449, 0.144)  -0.04
C (-1.042, 3.535, 4.179)  -0.04
C (-1.570, 4.698, 3.639)  -0.19
C (-1.154, 5.989, 4.110)  -0.01
C (-6.913, -2.755, -1.178)  -0.04
C (-7.936, -0.722, -2.803)  -0.08
C (0.396, 4.916, 5.482)  -0.11
C (7.404, 7.297, 0.580)  -0.25
C (-2.716, -4.084, -8.890)  -0.03
C (-2.381, -5.947, -1.574)  -0.11
C (1.882, 0.566, -0.550)  -0.25
C (-8.023, -2.998, -1.929)  -0.28
C (4.860, -1.418, 5.216)  -0.53
C (-6.296, -1.535, -1.203)  -0.08
C (-0.122, 6.080, 5.025)  -0.11
H (-8.220, 0.045, -3.507)  0.10
H (-1.857, -5.190, -2.139)  0.10
H (6.368, 7.544, 0.813)  0.05
H (-3.588, -6.568, -3.311)  0.11
H (6.283, 1.033, 6.846)  0.09
H (6.802, 8.590, 3.165)  0.05
H (-1.392, 2.574, 3.834)  0.12
H (-0.047, -1.967, -8.506)  0.10
H (0.162, 7.063, 5.368)  0.11
H (3.831, 0.348, 0.186)  0.11
H (0.270, 3.590, -0.781)  0.10
H (-0.088, 1.033, -1.175)  0.11
H (-4.492, -8.451, -2.275)  0.11
H (6.848, 0.448, 5.193)  0.10
H (8.209, 9.515, 2.483)  0.05
H (-9.427, -2.119, -3.327)  0.11
H (7.838, 8.072, -0.051)  0.04
H (8.187, 8.766, 4.050)  0.05
H (-5.433, -1.300, -0.598)  0.11
H (-3.116, -4.939, -9.414)  0.12
H (-1.454, 6.949, 3.717)  0.11
H (2.218, -3.271, 4.594)  0.09
H (1.177, 5.070, 6.212)  0.10
H (0.258, 2.705, 5.550)  0.11
H (2.331, 4.442, 0.060)  0.09
H (-6.224, 0.387, -2.132)  0.10
H (-2.450, -7.610, 1.379)  0.11
H (-1.368, -5.634, 0.250)  0.10
H (-3.901, -2.060, -6.499)  0.11
H (-0.689, -4.015, -9.705)  0.10
H (-6.515, -3.582, -0.609)  0.12
H (-1.498, -1.098, -6.754)  0.10
H (7.507, 6.379, 0.001)  0.04
H (7.121, -0.392, 6.749)  0.09
H (3.919, -3.647, 4.736)  0.09
H (4.233, 2.864, 0.523)  0.09
H (3.386, -2.691, 3.363)  0.09

Results
Net charge = 0

=====

No. 5
Here is C40H31N5O3PSSr as an isolated structure from OMol25. Energies are from ωB97M-V/def2-TZVPD.

Each line ends with the Löwdin charge.
Positions of all 82 atoms, in Å:
Sr (-0.975, -1.297, 0.242)  1.35
S (-1.376, -2.604, -4.851)  0.94
P (0.059, 1.471, -1.243)  1.04
O (2.290, 1.071, 4.456)  0.02
O (-2.957, -1.425, 1.365)  -0.37
O (1.453, -1.460, 1.092)  -0.20
N (-1.191, 2.609, -1.416)  -0.13
N (-2.733, 1.188, -0.454)  0.09
N (0.018, -3.449, -1.190)  0.03
N (0.703, -0.574, 3.120)  -0.01
N (-0.535, -1.139, 2.804)  -0.08
C (-3.475, -1.631, 4.967)  -0.06
C (1.281, 2.362, -0.158)  -0.35
C (2.885, 0.031, 2.313)  -0.09
C (-1.531, -1.512, -2.465)  -0.26
C (0.961, -5.739, -2.472)  -0.09
C (-2.265, -0.711, -3.364)  -0.26
C (3.867, -0.084, 1.294)  -0.04
C (2.611, 2.672, -4.300)  -0.10
C (1.027, 1.602, -2.777)  -0.37
C (2.270, 0.315, -4.418)  -0.08
C (1.672, 3.797, 1.745)  -0.06
C (3.467, 3.078, 0.372)  -0.09
C (0.740, -4.365, -0.506)  -0.13
C (-3.491, 3.279, -1.399)  -0.05
C (1.640, -0.783, 2.164)  -0.46
C (-4.731, -2.513, 2.658)  -0.03
C (0.813, 3.062, 0.913)  -0.10
C (0.181, -4.794, -3.144)  -0.05
C (-4.714, -2.246, 5.024)  -0.15
C (-5.341, -2.701, 3.879)  -0.14
C (-2.248, -1.128, -4.685)  -0.44
C (-4.765, 3.032, -0.975)  -0.11
C (-2.794, -1.459, 3.738)  -0.16
C (3.158, 0.753, 3.490)  -0.29
C (-3.987, 1.036, 0.127)  -0.08
C (2.620, 2.357, -0.455)  -0.10
C (1.199, -5.572, -1.091)  -0.08
C (-2.507, 2.302, -1.079)  -0.43
C (4.517, 1.195, 3.718)  0.00
C (-1.019, -2.564, -3.156)  -0.61
C (5.158, 0.435, 1.465)  -0.14
C (3.043, 3.795, 1.452)  -0.09
C (-0.207, -3.592, -2.520)  -0.30
C (5.448, 1.079, 2.653)  -0.13
C (-3.455, -1.801, 2.526)  -0.35
C (1.703, 2.701, -3.237)  -0.13
C (1.296, 0.382, -3.432)  -0.07
C (-5.008, 1.934, -0.127)  -0.09
C (2.863, 1.468, -4.896)  -0.12
C (-1.424, -0.983, 3.753)  -0.09
H (1.306, -6.618, -2.971)  0.09
H (-0.997, 3.524, -1.864)  0.12
H (1.457, 3.714, -2.840)  0.12
H (6.458, 1.398, 2.797)  0.08
H (-2.990, -1.314, 5.872)  0.10
H (3.656, -0.666, 0.346)  0.13
H (3.651, 4.319, 2.138)  0.09
H (2.482, -0.638, -4.965)  0.12
H (3.609, 1.470, -5.704)  0.11
H (-2.845, -0.763, -5.509)  0.04
H (-0.042, -5.040, -4.182)  0.09
H (-2.871, 0.143, -3.028)  0.08
H (-5.619, 3.676, -1.373)  0.12
H (-5.183, -2.309, 5.993)  0.08
H (3.004, 1.895, -1.323)  0.09
H (4.825, 1.629, 4.683)  0.11
H (6.008, 0.196, 0.764)  0.11
H (-6.066, 1.760, 0.186)  0.11
H (-0.213, 3.028, 1.258)  0.10
H (-1.001, -0.536, 4.642)  0.11
H (-3.268, 4.138, -2.093)  0.12
H (1.365, 4.103, 2.712)  0.09
H (-4.197, 0.125, 0.625)  0.07
H (-5.123, -3.119, 1.800)  0.11
H (0.913, -0.576, -3.132)  0.08
H (0.993, -4.151, 0.556)  0.11
H (3.079, 3.612, -4.639)  0.11
H (-6.291, -3.259, 3.886)  0.10
H (1.724, -6.374, -0.491)  0.11
H (4.516, 3.155, 0.199)  0.10
H (1.442, 0.595, 4.139)  0.08

Results
Net charge = -1

=====

Number 1: total energy -10743.1141 eV, largest force on an atom 4.97 eV/A, HOMO-LUMO gap 9.50 eV. Number 2: total energy -61174.1795 eV, largest force on an atom 2.60 eV/A, HOMO-LUMO gap 7.63 eV. Number 3: total energy -40678.8761 eV, largest force on an atom 2.83 eV/A, HOMO-LUMO gap 5.51 eV. Number 4: total energy -69503.8890 eV, largest force on an atom 3.50 eV/A, HOMO-LUMO gap 9.53 eV. Number 5: total energy -76539.0571 eV, largest force on an atom 3.04 eV/A, HOMO-LUMO gap 6.87 eV.